Below is a molecular structure, C4H12N2O, with properties calculated with ωB97M-V with the def2-TZVPD basis set.

## Properties
HOMO level (alpha / beta) = -0.213 / -0.213 hartree
Energy relative to the best compared isomer or geometry (same formula, charge and spin) = 137.2 kcal per mole
Gap between HOMO and LUMO (alpha / beta) = 6.59 / 6.58 eV
LUMO level (alpha / beta) = 0.793 / 0.793 eV
Total energy = -9365.24536 eV

The geometry in ORCA input format:
```
! RIJCOSX wB97M-V def2-TZVPD def2/J DEFGRID3
* xyz 0 1
O 1.3147 0.9891 -1.6848
N -0.6945 -0.0172 0.1320
N 1.1177 1.3102 1.1628
C 1.4445 -0.1624 -0.8274
C 0.7685 0.0721 0.4799
C -0.6457 -1.3840 -1.2762
C -1.6615 -0.1280 1.2208
H 2.1431 1.4855 -1.7100
H 2.4772 -0.5023 -0.7428
H -2.6607 -0.2824 0.8103
H 1.1151 2.0800 0.5033
H -0.9040 0.7807 -0.4657
H -1.3996 -0.9873 1.8398
H 0.9663 -0.7731 1.1438
H -1.7236 -1.4934 -1.1412
H -1.6866 0.7681 1.8533
H -0.0979 -2.2654 -0.9781
H -0.3855 -1.0315 -2.2635
H 0.5124 1.5413 1.9437
*
```

Löwdin atomic charge list, values in e, 4 entries: atom 1 (O): -0.13, atom 2 (N): -0.12, atom 3 (N): 0.05, atom 4 (C): -0.26